No. 1
Here is the molecule C6H12O at a distorted geometry from the Open Molecules 2025 dataset. Energies are from ωB97M-V with the def2-TZVPD basis set.

XYZ file:
```
19
Properties=species:S:1:pos:R:3:forces:R:3:mulliken_charge:R:1
H 2.403 -0.565 1.949 0.1 -0.1 0.1 0.381
H 0.499 -0.777 1.883 3.1 -0.6 -0.9 0.086
H 2.577 -0.842 -0.399 -0.5 -0.2 -0.9 0.363
H 1.636 -2.129 1.339 0.3 0.0 0.7 0.262
C -1.626 -0.564 0.186 -0.4 0.0 0.8 -1.732
C -0.624 -0.307 -0.905 -0.9 0.3 -1.0 0.742
H -1.362 -0.108 1.142 0.4 -0.2 0.0 0.434
H 0.385 1.330 -1.913 0.0 0.2 0.2 0.387
H -0.729 3.199 -0.835 0.0 0.0 0.0 0.263
H -1.072 -0.655 -1.845 -0.2 0.1 0.1 0.211
C 1.605 -1.037 1.394 -4.4 -0.7 0.3 -0.879
C -0.340 1.150 -1.118 -0.4 0.9 0.1 -0.287
O 0.538 -1.109 -0.877 1.0 0.3 0.8 -0.408
C 1.560 -0.595 -0.062 1.8 1.1 1.5 -0.311
H 1.591 0.497 0.068 -0.5 0.0 -1.0 0.262
C -0.972 2.186 -0.537 0.7 -0.8 -0.6 -0.789
H -1.734 -1.641 0.304 -0.2 0.0 0.2 0.340
H -1.730 2.069 0.228 0.1 -0.1 0.0 0.233
H -2.604 -0.103 -0.003 0.2 -0.3 -0.5 0.442
```
Positions in Å, forces in eV/Å.

As for the LUMO energy: 0.0393 Ha. Its relative energy (zero: lowest compared OMol25 entry of this formula, charge and spin) is 47.97 kcal per mole. Its structure (SMILES) is C=C[C@H](C)OCC. The HOMO energy comes out at -9.8 eV. Its electronic energy is -8462.2738 eV.



No. 2
Here is a structure of composition C26H34N4OReSi2 at a distorted geometry from the Open Molecules 2025 dataset. Energies are from ωB97M-V with the def2-TZVPD basis set.

XYZ file:
```
68
Properties=species:S:1:pos:R:3:forces:R:3:mulliken_charge:R:1
N -0.437 3.008 0.220 -0.4 0.2 -0.1 -0.313
H -0.214 5.269 -2.366 0.0 0.0 0.0 0.529
C 1.233 -5.561 3.612 0.0 0.0 0.0 -0.396
H -1.590 3.307 -1.581 0.0 0.0 0.0 0.600
C 0.067 -4.065 2.141 0.0 0.1 -0.1 -0.407
N 1.788 0.076 0.996 -0.3 0.6 -0.4 0.754
H 3.254 -3.012 2.674 0.0 0.0 0.0 0.429
H 1.634 -1.848 -2.140 0.0 0.0 0.0 0.240
H -0.439 -1.447 -4.370 0.0 0.0 0.0 0.285
H 1.239 -6.447 4.233 0.0 0.0 0.0 0.411
H 3.475 2.053 2.940 0.0 0.0 -0.1 0.442
C 1.450 3.693 -1.967 0.2 -0.1 -0.2 -0.738
C 2.380 -4.778 3.517 0.0 0.0 0.0 -0.715
H -2.884 1.471 -1.395 0.1 0.1 0.1 0.430
C -2.328 0.537 -1.474 0.4 -0.1 -0.5 -1.107
H -2.590 1.855 -4.418 0.0 0.0 0.0 0.476
H 4.519 1.240 1.771 0.0 0.0 0.0 0.350
C 0.409 5.138 0.874 0.0 0.0 -0.1 -0.620
H 1.652 -1.883 -3.905 0.0 0.0 0.0 0.341
H 3.106 4.929 -1.183 0.0 0.0 0.0 0.597
C 0.625 2.444 -1.566 -0.5 -0.2 0.2 -1.319
H 3.279 -5.066 4.044 0.0 0.0 0.0 0.410
H 1.930 3.659 -2.941 0.0 0.0 0.0 0.683
C -0.576 3.387 -1.202 0.2 0.2 0.0 -0.310
H 3.534 0.273 2.872 0.0 0.0 0.0 0.416
H -0.759 3.889 2.145 0.0 0.0 0.0 0.519
O 0.204 -1.739 0.461 -0.3 2.0 -0.2 -0.601
C 2.372 -3.630 2.751 -0.1 0.1 -0.1 -0.265
C 3.555 1.186 2.285 0.1 0.0 0.1 -1.618
C 1.163 -2.013 1.319 1.1 0.5 0.8 0.625
C 2.739 3.409 0.246 0.0 0.0 0.0 -1.076
H -0.835 -3.775 1.618 0.0 0.0 0.0 0.400
H 3.741 0.519 -1.095 0.0 0.0 0.0 0.246
H -3.043 -0.275 -1.606 0.1 -0.1 0.1 0.569
Si 2.193 0.414 -3.059 0.2 -0.1 0.2 0.054
C 0.586 1.039 -2.142 -0.2 -1.3 0.7 1.270
H -1.921 0.375 -0.452 -0.2 -0.1 0.5 0.393
C 2.225 1.174 -4.773 -0.1 -0.2 0.2 -1.111
C 3.714 0.968 -2.089 -0.3 0.0 -0.1 -0.965
C 1.209 -3.263 2.063 -0.2 -0.4 -0.2 0.495
C 2.010 2.336 0.564 0.0 0.3 -0.1 0.951
N 2.055 -1.092 1.614 0.1 -0.8 0.4 -1.145
H 3.036 0.713 -5.344 0.0 0.0 0.0 0.446
C 0.248 4.610 -1.638 0.0 0.0 0.0 -0.817
C 2.272 4.341 -0.808 0.0 0.0 0.0 -0.463
Si -1.100 0.521 -2.960 0.2 0.1 -0.1 0.360
H 3.708 3.563 0.705 0.0 -0.1 0.0 0.443
C 1.031 5.278 -0.478 -0.1 0.0 0.1 -0.083
N 0.733 2.147 -0.080 0.1 -0.3 1.4 0.407
H -1.083 1.460 -5.236 0.0 0.0 0.0 0.389
C 2.145 -1.466 -3.027 0.0 0.3 -0.2 -1.150
C -1.508 1.784 -4.285 -0.2 -0.3 0.2 -1.118
H -2.136 -1.472 -3.912 0.0 0.0 0.0 0.439
H 2.422 2.246 -4.749 0.0 0.0 0.0 0.326
H 1.301 1.009 -5.329 0.0 0.0 0.0 0.314
H 1.271 6.318 -0.681 0.1 0.0 0.0 0.646
H 4.599 0.617 -2.627 0.0 0.0 0.0 0.593
H 0.518 5.942 1.590 -0.1 0.0 0.0 0.485
H -0.908 -1.964 -2.745 0.0 0.0 0.0 0.391
C 2.446 1.174 1.305 0.0 -0.4 0.0 0.439
Re 0.176 0.168 -0.204 -0.3 -0.2 -2.8 0.969
C -1.128 -1.256 -3.548 0.2 0.4 0.0 -1.165
H 3.803 2.051 -1.992 0.0 0.0 0.0 0.268
C -0.274 4.045 1.191 0.1 0.1 0.1 -0.818
H -1.125 2.782 -4.070 0.0 0.0 0.0 0.290
H 3.163 -1.862 -3.018 0.0 0.0 0.0 0.477
H -0.803 -5.823 2.989 0.0 0.0 0.0 0.417
C 0.083 -5.207 2.920 0.0 -0.1 0.0 -0.691
```
Positions in Å, forces in eV/Å.

As for the LUMO energy (alpha / beta): -0.3169 / -0.3023 Ha. As for the net charge: +2. Its relative energy (zero: lowest compared OMol25 entry of this formula, charge and spin) is 103.25 kcal per mole. The HOMO energy (alpha / beta) comes out at -13.9 / -13.9 eV. Its electronic energy is -53387.8326 eV. Its spin multiplicity is 2.